No. 1
Entry from the OMol25 dataset: C39H95AsF6KN5O17 as an isolated structure (ωB97M-V/def2-TZVPD).

```
! RIJCOSX wB97M-V def2-TZVPD def2/J DEFGRID3
* xyz 0 1
K -11.753 26.176 5.940
As -17.934 24.591 6.628
F -17.246 25.976 7.610
F -18.535 25.839 5.495
F -18.546 23.284 5.653
F -17.244 23.409 7.810
F -19.501 24.558 7.590
F -16.376 24.458 5.764
C -23.673 27.524 -0.755
C -23.727 28.071 -2.206
O -24.644 27.240 -2.954
C -24.927 27.458 -4.214
O -24.308 28.324 -4.895
O -25.933 26.702 -4.607
C -26.614 26.836 -5.820
H -23.360 26.480 -0.754
H -24.680 27.644 -0.356
H -23.020 27.987 -0.016
H -22.754 28.112 -2.696
H -24.214 29.044 -2.143
H -27.460 26.155 -5.905
H -25.894 26.636 -6.614
H -27.093 27.814 -5.861
C -15.819 25.137 -0.294
C -14.590 24.228 -0.525
O -13.662 24.897 -1.337
C -12.794 25.769 -0.772
O -12.626 25.983 0.459
O -11.950 26.187 -1.842
C -10.902 27.030 -1.514
H -16.187 25.619 -1.199
H -15.512 25.994 0.306
H -16.575 24.597 0.277
H -15.023 23.349 -1.003
H -14.102 23.788 0.345
H -11.313 27.870 -0.954
H -10.423 27.556 -2.339
H -10.198 26.536 -0.845
C -20.266 20.008 -1.879
O -19.765 19.521 -3.183
C -19.315 18.186 -3.110
C -18.799 17.677 -4.473
N -17.656 18.490 -4.854
C -17.357 18.399 -6.340
C -16.424 19.513 -6.824
O -16.936 20.818 -6.647
C -16.096 21.917 -6.634
H -19.546 20.054 -1.062
H -21.054 19.321 -1.570
H -20.490 21.047 -2.120
H -20.186 17.622 -2.776
H -18.439 18.090 -2.470
H -19.647 17.761 -5.153
H -18.452 16.644 -4.459
H -17.871 19.465 -4.698
H -18.311 18.556 -6.843
H -17.009 17.408 -6.631
H -16.175 19.422 -7.881
H -15.494 19.543 -6.257
H -16.558 22.886 -6.441
H -15.450 21.965 -7.511
H -15.514 21.758 -5.726
C -17.095 17.895 6.679
O -16.401 17.079 7.615
C -17.204 16.523 8.645
C -17.562 17.423 9.794
N -18.282 16.531 10.706
C -18.473 17.115 12.033
C -19.195 18.464 12.207
O -20.542 18.463 11.707
C -21.211 19.757 11.665
H -16.385 18.197 5.909
H -17.490 18.825 7.089
H -17.913 17.398 6.158
H -16.564 15.747 9.064
H -17.959 15.931 8.127
H -18.184 18.267 9.497
H -16.663 17.814 10.271
H -19.206 16.295 10.372
H -17.502 17.322 12.484
H -19.061 16.457 12.673
H -18.574 19.230 11.742
H -19.278 18.873 13.214
H -22.265 19.755 11.386
H -20.720 20.468 11.000
H -21.208 20.095 12.701
C -9.734 22.243 4.782
O -10.181 22.496 6.084
C -10.791 21.351 6.743
C -10.910 21.556 8.249
N -11.723 22.668 8.597
C -11.654 22.809 10.026
C -12.184 24.237 10.371
O -11.128 25.186 9.970
C -11.616 26.558 10.082
H -9.228 21.279 4.827
H -9.172 23.014 4.255
H -10.640 21.975 4.239
H -10.212 20.438 6.603
H -11.751 21.047 6.326
H -9.929 21.829 8.636
H -11.166 20.644 8.789
H -12.685 22.450 8.380
H -10.676 22.640 10.476
H -12.421 22.176 10.473
H -12.308 24.320 11.451
H -13.125 24.346 9.831
H -12.004 26.762 11.081
H -12.462 26.692 9.408
H -10.791 27.186 9.747
C -19.113 27.850 15.221
O -18.778 28.737 16.266
C -17.827 29.708 15.845
C -17.852 30.919 16.793
N -17.446 30.445 18.116
C -17.602 31.457 19.164
C -17.304 30.895 20.586
O -18.226 29.846 20.825
C -18.004 29.164 22.053
H -18.244 27.342 14.802
H -19.572 28.314 14.348
H -19.736 27.051 15.623
H -17.925 30.018 14.804
H -16.834 29.261 15.887
H -18.875 31.296 16.814
H -17.223 31.725 16.413
H -18.071 29.747 18.492
H -18.655 31.710 19.041
H -17.017 32.334 18.887
H -17.506 31.721 21.269
H -16.298 30.498 20.723
H -17.113 28.538 22.105
H -18.790 28.425 22.205
H -18.029 29.799 22.938
C -29.100 33.065 6.865
O -27.988 32.532 7.554
C -28.165 31.135 7.850
C -26.880 30.583 8.561
N -25.806 30.578 7.576
C -24.502 30.288 8.177
C -23.350 30.698 7.284
O -23.284 32.140 7.065
C -22.406 32.466 6.017
H -28.968 34.126 6.654
H -29.989 32.946 7.484
H -29.217 32.595 5.888
H -28.330 30.611 6.908
H -29.049 30.928 8.453
H -27.122 29.573 8.892
H -26.617 31.256 9.377
H -25.763 31.490 7.144
H -24.342 29.224 8.346
H -24.439 30.940 9.048
H -23.564 30.120 6.385
H -22.442 30.292 7.729
H -22.800 32.045 5.092
H -21.355 32.264 6.222
H -22.423 33.553 5.928
C -24.870 24.024 6.147
O -26.064 24.815 5.986
H -24.593 23.790 7.175
H -24.993 23.050 5.675
H -24.035 24.463 5.601
H -25.888 25.739 6.177
*
```

The HOMO-LUMO gap comes out at 6.607 eV. The relative energy (zero: lowest compared OMol25 entry of this formula, charge and spin) is 3.317 eV.



No. 2
Entry from the OMol25 dataset: C12H24AsF5MoO2SbTe as an isolated structure (ωB97M-V/def2-TZVPD).

```
! RIJCOSX wB97M-V def2-TZVPD def2/J DEFGRID3
* xyz 3 1
Mo 1.522 -0.358 0.194
C 1.994 -1.321 2.420
C 3.118 -0.644 1.890
C 3.440 0.637 2.395
C 2.687 1.194 3.406
C 1.619 0.486 3.961
C 1.254 -0.757 3.465
H 1.777 -2.344 2.107
H 3.860 -1.183 1.310
H 4.311 1.152 2.012
H 2.953 2.163 3.806
H 1.072 0.912 4.793
H 0.426 -1.306 3.889
F -2.376 1.989 1.627
Te -1.635 0.218 1.722
F -3.360 -0.336 1.426
F -1.306 -1.606 2.192
F -2.941 1.324 -1.026
F -1.712 0.500 3.535
O 1.338 1.247 0.065
C -5.518 1.692 0.772
Sb -4.384 2.565 -0.739
C -3.394 4.334 -0.252
C -5.170 2.675 -2.671
H -6.488 2.187 0.833
H -4.963 1.838 1.695
H -5.655 0.634 0.560
H -4.029 5.192 -0.466
H -2.498 4.379 -0.871
H -3.124 4.303 0.801
H -6.005 3.378 -2.645
H -5.516 1.700 -3.004
H -4.384 3.059 -3.318
C 3.994 -1.456 -3.331
As 2.905 -2.624 -2.299
C 3.921 -3.906 -1.327
C 1.493 -3.411 -3.297
O 2.102 -1.607 -1.101
H 4.546 -2.060 -4.053
H 4.697 -0.944 -2.676
H 3.363 -0.743 -3.857
H 4.393 -4.577 -2.048
H 3.261 -4.481 -0.680
H 4.694 -3.400 -0.750
H 1.935 -4.129 -3.990
H 0.969 -2.637 -3.855
H 0.816 -3.929 -2.620
*
```

The HOMO-LUMO gap (spin up / spin down) comes out at 6.952 / 6.957 eV. The relative energy (zero: lowest compared OMol25 entry of this formula, charge and spin) is 2.664 eV.



No. 3
Entry from the OMol25 dataset: a 11-piece molecular cluster, C27H74N20O11 overall (ωB97M-V/def2-TZVPD).

```
! RIJCOSX wB97M-V def2-TZVPD def2/J DEFGRID3
* xyz 0 1
C -0.129 1.622 0.182
C -0.401 1.073 1.619
C -0.902 2.171 2.553
C -1.445 -0.042 1.498
C -0.923 -1.362 0.965
C 0.277 -1.963 1.739
C 1.360 -0.868 1.881
C 2.160 -1.374 3.089
C 2.196 -0.746 0.596
N 0.801 0.462 2.224
O 1.835 1.379 2.491
H 0.947 1.723 0.041
H -0.528 0.961 -0.589
H -0.640 2.571 0.006
H -1.942 2.435 2.341
H -0.843 1.922 3.609
H -0.345 3.096 2.383
H -2.147 -0.151 2.327
H -2.104 0.285 0.682
H -1.687 -2.116 1.193
H -0.844 -1.340 -0.123
H 0.713 -2.751 1.138
H -0.144 -2.350 2.666
H 1.602 -1.308 4.023
H 3.042 -0.731 3.190
H 2.493 -2.400 3.027
H 2.467 -1.725 0.202
H 3.104 -0.210 0.870
H 1.553 -0.264 -0.136
H 2.189 1.650 1.627
C 2.292 0.714 -4.999
C 0.860 1.009 -4.573
C 0.189 -0.174 -3.888
C 0.834 2.139 -3.501
C -0.551 2.772 -3.342
C -1.060 3.253 -4.704
C -1.197 2.110 -5.712
C -2.425 1.244 -5.326
C -1.538 2.705 -7.078
N 0.097 1.445 -5.750
O 0.093 0.392 -6.697
H 2.561 1.234 -5.916
H 3.003 1.017 -4.226
H 2.471 -0.357 -5.111
H 0.099 -1.021 -4.577
H 0.828 -0.615 -3.111
H -0.735 -0.033 -3.328
H 1.259 1.838 -2.543
H 1.485 2.930 -3.898
H -1.249 2.033 -2.945
H -0.580 3.650 -2.694
H -0.382 3.997 -5.139
H -1.981 3.829 -4.583
H -3.329 1.628 -5.790
H -2.593 1.190 -4.249
H -2.263 0.210 -5.640
H -0.898 3.502 -7.465
H -2.505 3.208 -7.015
H -1.634 1.889 -7.796
H 0.571 0.748 -7.453
N 6.086 -0.746 -1.202
C 5.129 -1.680 -1.469
N 4.006 -1.153 -2.011
O 5.184 -2.845 -1.062
H 5.907 0.239 -1.233
H 6.858 -1.060 -0.640
H 3.187 -1.751 -2.107
H 3.867 -0.156 -1.936
N 1.323 -4.145 -0.883
C 1.060 -3.392 -1.975
N -0.272 -3.276 -2.257
O 1.890 -2.895 -2.736
H 2.254 -4.489 -0.728
H 0.565 -4.218 -0.226
H -0.958 -3.772 -1.712
H -0.519 -2.962 -3.177
N -3.532 4.511 -1.631
C -4.193 3.526 -0.944
N -3.549 3.130 0.191
O -5.203 2.984 -1.364
H -4.019 4.821 -2.457
H -2.692 5.016 -1.428
H -2.703 3.619 0.412
H -3.952 2.444 0.805
N 0.788 1.273 5.368
C 1.246 1.936 6.461
N 0.549 1.717 7.606
O 2.117 2.801 6.384
H 1.142 1.443 4.440
H 0.024 0.628 5.460
H -0.269 1.140 7.519
H 0.745 2.173 8.473
N -5.438 0.107 0.677
C -4.877 0.026 1.910
N -4.880 -1.262 2.396
O -4.633 0.968 2.663
H -5.642 -0.756 0.211
H -5.531 0.997 0.209
H -4.922 -2.039 1.764
H -4.904 -1.410 3.390
N -3.319 -0.187 5.413
C -4.312 0.313 6.233
N -5.325 0.890 5.493
O -4.224 0.388 7.445
H -2.636 -0.779 5.847
H -3.273 0.075 4.442
H -6.073 1.286 6.030
H -5.037 1.192 4.576
N -1.451 -6.166 2.677
C -1.938 -5.145 1.914
N -2.892 -4.391 2.542
O -1.466 -4.813 0.836
H -0.742 -6.743 2.256
H -1.966 -6.572 3.437
H -3.017 -3.468 2.168
H -3.305 -4.699 3.401
N 5.119 3.487 -0.922
C 3.868 2.952 -0.971
N 2.836 3.801 -0.698
O 3.712 1.766 -1.276
H 5.173 4.484 -0.825
H 5.900 2.888 -1.099
H 2.971 4.462 0.047
H 1.939 3.391 -0.901
N 3.994 -3.652 1.478
C 3.948 -5.004 1.641
N 4.772 -5.667 0.766
O 3.494 -5.563 2.637
H 4.411 -3.241 0.656
H 3.910 -3.093 2.302
H 5.470 -5.150 0.261
H 4.782 -6.669 0.770
*
```

The HOMO-LUMO gap comes out at 8.353 eV. As for the structure (SMILES): CC1(C)CCCC(C)(C)N1O.CC1(C)CCCC(C)(C)N1O.NC(N)=O.NC(N)=O.NC(N)=O.NC(N)=O.NC(N)=O.NC(N)=O.NC(N)=O.NC(N)=O.NC(N)=O. The relative energy (zero: lowest compared OMol25 entry of this formula, charge and spin) is 0.154 eV.